The following is a DFT calculation (ωB97M-V with the def2-TZVPD basis set) of a gas-phase ion, C6H9N4 (charge +1) at a distorted geometry.

Structure (XYZ):
```
19
Properties=species:S:1:pos:R:3:forces:R:3:nbo_charge:R:1
C -1.699455 -1.364677 0.827453 -1.8023 3.0933 0.0200 -0.397
N -0.797152 -0.475096 0.065874 -0.7320 0.7289 -0.7263 -0.394
C 0.402443 0.014298 0.786053 1.7991 -1.0196 -1.7904 0.245
N 1.466288 -0.685558 0.577666 -1.3185 -0.3825 2.1322 -0.512
C 2.597312 -0.520603 -0.070694 0.4546 -1.7271 -1.1787 0.334
N 2.627533 0.423467 -0.965690 0.4785 1.9465 0.6727 -0.443
C 1.857928 1.539391 -0.706333 1.3809 -0.0313 0.0574 -0.030
C 0.534543 1.431936 -0.808435 -1.7343 0.6168 -0.7685 0.293
N -0.620974 1.477604 -1.256487 1.3246 0.0357 -0.4026 -0.376
C -1.554836 0.603829 -0.665488 -1.5704 2.4539 1.6593 -0.072
H -2.641347 -0.772309 1.021249 1.0921 -0.6956 0.1709 0.232
H -1.996733 -2.216735 0.329850 -0.0754 -1.8987 -1.2153 0.248
H -1.145216 -1.506056 1.676649 0.5759 -1.1649 2.4524 0.232
H -0.361480 -0.913829 -0.729279 0.2407 -1.0654 -0.2827 0.448
H 0.203503 0.615321 1.617690 -0.3801 0.8999 1.3049 0.219
H 3.351110 -1.360481 -0.013295 -0.7710 1.2643 -0.2154 0.235
H 2.267509 2.411515 -0.150354 -0.1095 -0.7678 -0.2566 0.255
H -2.416816 1.192428 -0.118039 2.0207 -1.2675 -0.2260 0.254
H -2.074161 0.105556 -1.418391 -0.8735 -1.0190 -1.4074 0.230
```
Forces are in eV/Å.

## Properties
SMILES   C[N@@H+]1/C=N\C=N/C=C=NC1
HOMO   -0.477 Eh
Gap between HOMO and LUMO   8.43 eV
Total charge   +1